# 1
Molecular formula: C45H48CrN3O5SSb2Se2
Method: DFT, ωB97M-V/def2-TZVPD

Each line ends with the Löwdin spin population.
Geometry (Å):
1 Cr 0.54 -0.84 -0.13  3.14
2 C -2.97 -2.47 -1.32  0.00
3 C -3.47 -2.81 0.10  0.00
4 C -2.47 -2.81 1.26  0.00
5 Sb -1.53 -0.84 1.52  -0.04
6 C -3.52 0.03 1.53  -0.02
7 C -4.09 0.29 2.76  0.00
8 C -5.42 0.68 2.85  0.00
9 C -6.19 0.82 1.71  0.00
10 C -5.62 0.53 0.47  0.00
11 C -4.30 0.13 0.39  0.00
12 C -0.99 -0.30 3.55  -0.01
13 C -1.00 1.07 3.84  0.00
14 C -0.53 1.52 5.06  0.00
15 C -0.02 0.62 5.99  0.00
16 C -0.04 -0.74 5.71  0.00
17 C -0.53 -1.20 4.50  0.00
18 Sb -1.43 -0.89 -1.85  -0.03
19 C -1.88 -1.08 -3.94  -0.01
20 C -1.08 -1.70 -4.88  0.00
21 C -1.46 -1.70 -6.22  0.00
22 C -2.63 -1.09 -6.61  0.00
23 C -3.44 -0.48 -5.67  0.00
24 C -3.06 -0.47 -4.34  0.00
25 C -1.71 1.30 -2.00  0.00
26 C -0.85 1.83 -2.96  0.00
27 C -0.70 3.20 -3.07  0.00
28 C -1.43 4.06 -2.26  0.00
29 C -2.30 3.53 -1.33  0.00
30 C -2.42 2.16 -1.17  0.00
31 H -3.83 -2.25 -1.96  0.00
32 H -2.45 -3.34 -1.75  0.00
33 H -3.87 -3.82 0.02  0.00
34 H -4.30 -2.16 0.36  0.00
35 H -1.69 -3.58 1.15  0.00
36 H -3.02 -3.01 2.19  0.00
37 H -3.51 0.17 3.66  0.00
38 H -5.85 0.88 3.82  0.00
39 H -7.21 1.14 1.77  0.00
40 H -6.21 0.61 -0.43  0.00
41 H -3.90 -0.11 -0.59  0.00
42 H -1.44 1.78 3.15  0.00
43 H -0.56 2.57 5.29  0.00
44 H 0.36 0.97 6.93  0.00
45 H 0.31 -1.44 6.45  0.00
46 H -0.56 -2.26 4.29  0.00
47 H -0.16 -2.18 -4.59  0.00
48 H -0.82 -2.19 -6.94  0.00
49 H -2.91 -1.08 -7.65  0.00
50 H -4.36 0.00 -5.96  0.00
51 H -3.68 0.03 -3.60  0.00
52 H -0.31 1.18 -3.63  0.00
53 H -0.01 3.61 -3.80  0.00
54 H -1.32 5.12 -2.36  0.00
55 H -2.90 4.18 -0.71  0.00
56 H -3.06 1.78 -0.39  0.00
57 C 2.80 -0.57 -3.26  0.00
58 Se 2.80 -1.23 -1.39  -0.03
59 C 2.75 -3.13 -1.92  0.00
60 C 1.33 -3.57 -2.15  0.00
61 Se 0.30 -3.36 -0.49  -0.03
62 C 1.05 -4.90 0.41  0.00
63 H 3.42 -1.25 -3.84  0.00
64 H 3.25 0.42 -3.30  0.00
65 H 1.79 -0.54 -3.68  0.00
66 H 3.22 -3.69 -1.11  0.00
67 H 3.37 -3.22 -2.82  0.00
68 H 1.27 -4.63 -2.44  0.00
69 H 0.84 -2.96 -2.92  0.00
70 H 0.91 -5.75 -0.26  0.00
71 H 0.50 -5.05 1.34  0.00
72 H 2.10 -4.74 0.64  0.00
73 O 5.19 4.90 -3.33  0.00
74 C 5.47 4.29 -2.13  0.00
75 N 4.26 4.10 -1.32  0.00
76 C 3.32 3.25 -1.76  0.00
77 O 3.44 2.62 -2.80  0.00
78 C 2.13 3.02 -0.88  0.00
79 C 1.56 3.91 0.03  0.01
80 C 0.47 3.44 0.76  0.00
81 C 0.05 2.14 0.61  0.00
82 N 0.60 1.27 -0.25  -0.01
83 C 1.59 1.75 -1.00  0.01
84 H 4.67 4.29 -3.88  0.00
85 H 6.15 4.95 -1.59  0.00
86 H 5.92 3.30 -2.26  0.00
87 H 4.14 4.62 -0.47  0.00
88 H 1.92 4.91 0.16  0.00
89 H -0.03 4.08 1.46  0.00
90 H -0.80 1.78 1.19  0.00
91 H 2.00 1.13 -1.78  0.00
92 O 2.91 1.48 1.57  0.01
93 C 2.60 0.42 2.05  0.00
94 N 1.59 -0.37 1.56  0.01
95 S 1.81 -1.88 2.07  0.01
96 O 0.51 -2.52 2.20  0.02
97 O 2.63 -2.53 1.08  0.02
98 C 2.73 -1.49 3.53  0.00
99 C 3.06 -2.19 4.66  0.00
100 C 3.93 -1.57 5.56  0.00
101 C 4.46 -0.32 5.29  0.00
102 C 4.11 0.38 4.14  0.00
103 C 3.21 -0.20 3.27  0.00
104 H 2.67 -3.17 4.85  0.00
105 H 4.20 -2.08 6.47  0.00
106 H 5.15 0.13 5.99  0.00
107 H 4.53 1.35 3.92  0.00

Charge   +2
2S+1   4
Energy above the lowest of the compared OMol25 structures with the same formula, charge and spin   0.00 kJ/mol



# 2
Molecular formula: C2H9NOS
Method: DFT, ωB97M-V/def2-TZVPD

Each line ends with the Mulliken charge.
Geometry (Å):
1 C 0.93 -1.68 -1.34  -0.71
2 S 0.62 -0.12 -2.27  -0.20
3 H 1.00 -2.43 -2.13  0.30
4 H 1.85 -1.65 -0.78  0.27
5 H -0.04 -1.86 -0.88  0.24
6 H 0.57 0.83 -1.33  0.12
7 N -1.48 0.23 2.73  -0.51
8 C -0.26 0.65 2.17  -0.15
9 O -0.39 1.25 0.85  -0.53
10 H -2.27 0.73 2.41  0.23
11 H -1.65 -0.75 2.70  0.23
12 H 0.24 1.44 2.72  0.19
13 H 0.41 -0.21 2.03  0.25
14 H -0.88 0.58 0.36  0.27

Charge   0
2S+1   1
Energy above the lowest of the compared OMol25 structures with the same formula, charge and spin   60.51 kJ/mol



# 3
Molecular formula: C5H12O3
Method: DFT, ωB97M-V/def2-TZVPD

Each line ends with the Mulliken charge.
Geometry (Å):
1 C 1.08 -1.36 -0.86  0.37
2 C -1.03 0.02 0.75  0.66
3 C 1.44 0.94 -0.77  -0.84
4 C -1.86 0.74 -0.31  -1.24
5 C -0.54 0.94 1.86  -1.33
6 O 1.23 -0.17 -1.46  -0.23
7 O 1.96 -1.67 0.14  -0.46
8 O 0.85 -2.41 -1.71  -0.54
9 H 2.33 -2.55 -0.01  0.30
10 H 0.69 -2.13 -2.62  0.32
11 H -0.21 -0.67 0.23  -0.25
12 H -1.65 -0.76 1.21  0.41
13 H 1.96 0.91 0.17  0.40
14 H 1.23 1.85 -1.30  0.43
15 H 0.07 1.75 1.45  0.29
16 H -2.18 0.05 -1.09  0.32
17 H -1.28 1.53 -0.78  0.24
18 H -2.76 1.19 0.13  0.42
19 H -1.37 1.40 2.39  0.41
20 H 0.06 0.39 2.58  0.31

Charge   0
2S+1   1
Energy above the lowest of the compared OMol25 structures with the same formula, charge and spin   459.89 kJ/mol



> Which of these has the highest energy above the lowest of the compared OMol25 structures with the same formula, charge and spin?

C5H12O3